Record 1
The following is a DFT calculation (wB97M-V/def2-TZVPD) of the molecule C16H19N3O2S.

```
41
Properties=species:S:1:pos:R:3:forces:R:3
C -4.0261 -1.1545 2.3153 -0.2 0.0 0.0
C -5.1951 -0.9479 1.3581 0.1 0.0 0.0
C -4.8088 -0.8044 -0.1276 -0.1 0.0 0.1
C -4.2213 -2.0808 -0.7437 -0.2 0.1 -0.1
C -5.2988 -3.1219 -1.0322 0.2 0.1 0.1
C -3.9304 0.4330 -0.2838 -0.3 -0.5 -0.1
O -4.4082 1.5283 -0.4740 -0.1 0.3 0.0
N -2.5905 0.1912 -0.1652 0.2 -0.4 0.0
C -1.5271 1.0922 -0.2182 0.2 0.3 -0.1
C -1.7011 2.4609 -0.4174 -0.2 0.0 0.0
C -0.6012 3.2993 -0.4331 0.2 -0.1 0.0
C 0.6747 2.7967 -0.2605 0.2 -0.1 0.0
C 0.8612 1.4274 -0.0859 -0.4 0.3 0.0
C 2.2476 0.9363 0.0956 -0.1 -0.3 -0.1
O 3.1448 1.6094 0.5644 -0.2 0.2 0.0
N 2.4799 -0.3498 -0.3171 -0.4 0.1 -0.1
C 3.7181 -0.9294 -0.2176 0.9 0.3 0.4
N 3.9662 -2.1333 -0.6121 -0.9 0.0 -0.2
C 5.2671 -2.4485 -0.3913 0.6 0.2 0.2
C 6.0142 -1.4713 0.1780 -0.2 0.0 0.0
S 5.0620 -0.0576 0.4658 0.2 -0.7 -0.2
C -0.2409 0.5808 -0.0579 0.1 0.1 0.0
H -3.3503 -0.3023 2.3013 0.1 0.0 0.1
H -4.4048 -1.2629 3.3290 0.0 0.0 0.1
H -3.4649 -2.0554 2.0762 0.1 -0.1 0.0
H -5.7293 -0.0416 1.6501 -0.1 -0.1 0.0
H -5.8892 -1.7844 1.4550 -0.1 0.0 0.0
H -5.7307 -0.5646 -0.6691 0.2 0.1 0.0
H -3.4784 -2.5308 -0.0812 0.1 0.0 0.0
H -3.7270 -1.8248 -1.6849 0.1 0.0 0.1
H -4.8570 -4.0007 -1.4962 0.0 -0.1 0.0
H -6.0484 -2.7182 -1.7084 -0.1 0.0 -0.1
H -5.7941 -3.4354 -0.1170 -0.1 -0.1 0.1
H -2.3210 -0.7661 0.0094 -0.1 0.1 -0.1
H -2.6955 2.8535 -0.5466 0.0 0.0 0.0
H -0.7465 4.3587 -0.5778 0.0 0.1 0.0
H 1.5389 3.4420 -0.2617 0.1 0.1 0.0
H 1.7657 -0.8993 -0.7715 0.1 0.1 0.0
H 5.6091 -3.4270 -0.6750 0.2 -0.1 0.0
H 7.0514 -1.4970 0.4405 0.3 0.0 0.1
H -0.1181 -0.4787 0.1264 0.0 -0.1 0.0
```
Forces are in eV/Å.

Values from the calculation:
**SMILES**: CCC(CC)C(=O)Nc1cccc(C(=O)Nc2nccs2)c1
**Orbital gap**: 8.8 eV
**HOMO**: -8.53 eV

***

Record 2
The following is a DFT calculation (wB97M-V/def2-TZVPD) of the molecule C4H8OS at a distorted geometry.

```
14
Properties=species:S:1:pos:R:3:forces:R:3
C -0.7182 1.0202 1.6329 1.3 4.1 -0.2
C 0.1904 0.9900 0.4646 1.8 -1.2 -3.5
O -0.4832 0.5698 -0.7424 -0.3 0.6 -0.6
C -0.3350 -0.8004 -1.0755 -4.8 -1.3 3.2
C 1.0436 -1.2100 -1.0794 1.1 3.4 -0.9
S 1.6524 -0.3062 0.4119 0.0 0.5 0.1
H -0.1535 1.6667 2.4294 -1.4 -1.6 -0.9
H -1.5543 1.6284 1.1938 0.4 -0.4 0.9
H -1.0449 0.0693 1.8588 -0.6 -1.9 1.1
H 0.5916 1.9887 0.1404 -0.2 -0.9 0.9
H -0.8138 -1.3545 -0.1278 0.5 0.6 -1.9
H -1.0124 -1.0560 -1.9413 1.1 0.6 0.7
H 1.4157 -1.0017 -2.0815 1.0 1.2 0.1
H 1.2216 -2.2043 -1.0838 0.2 -3.4 1.1
```
Forces are in eV/Å.

Values from the calculation:
**SMILES**: C[C@@H]1OCCS1
**Orbital gap**: 9.8 eV
**HOMO**: -8.86 eV

***

Record 3
The following is a DFT calculation (wB97M-V/def2-TZVPD) of a structure of composition AgH16O8.

```
25
Properties=species:S:1:pos:R:3:forces:R:3
Ag 0.0790 0.0943 0.2311 0.5 0.6 -0.1
O -0.4671 1.7129 -1.6899 0.1 0.4 0.2
H -0.5934 1.1854 -2.4785 0.0 -0.2 -0.3
H -0.9718 2.5101 -1.8510 0.0 0.5 -0.2
O -0.3401 -2.2862 0.1150 -0.3 0.3 -0.4
H -1.2578 -2.4310 -0.1155 -0.5 -0.1 0.0
H -0.0164 -3.1513 0.3662 0.4 -0.3 0.3
O 1.2374 -0.5240 -1.7055 -0.1 -0.1 0.1
H 1.7377 0.0862 -2.2474 0.3 0.6 -0.1
H 1.1612 -1.3136 -2.2412 -0.2 -0.5 -0.1
O -1.9324 -0.4245 -1.0255 0.0 -0.6 0.1
H -2.6556 0.1638 -1.2426 -0.3 0.3 0.1
H -1.9586 -1.0980 -1.7051 -0.1 -0.3 -0.4
O -0.2435 -0.6084 2.5020 0.0 0.0 0.1
H 0.0814 -0.3053 3.3498 0.3 0.2 0.3
H -0.9625 -1.2019 2.7187 -0.3 -0.3 0.0
O -1.5289 1.4087 1.1427 0.1 0.2 -0.5
H -2.0096 1.5585 1.9567 0.0 -0.3 0.6
H -1.8638 2.0731 0.5405 -0.1 0.3 -0.3
O 1.5966 1.8432 0.3001 -0.5 -0.3 0.0
H 1.3660 2.7722 0.3091 -0.4 0.4 0.0
H 2.5524 1.8326 0.3498 0.5 -0.5 0.2
O 2.1065 -0.9786 0.8101 0.3 0.0 -0.1
H 2.3721 -1.5000 0.0526 0.2 -0.1 -0.4
H 2.5112 -1.4182 1.5579 0.0 0.0 0.5
```
Forces are in eV/Å.

Values from the calculation:
**<S²>**: 0.75
**Spin multiplicity**: 2
**Charge**: +2
**Orbital gap (spin up / spin down)**: 12.3 / 7.4 eV
**HOMO (spin up / spin down)**: -18.90 / -18.88 eV

***

Record 4
The following is a DFT calculation (wB97M-V/def2-TZVPD) of a cluster of 7 separate species, H13O7 in total at a distorted geometry.

```
20
Properties=species:S:1:pos:R:3:forces:R:3
O -0.3163 -0.2336 -0.0458 -1.7 -0.6 0.5
H -1.2883 -0.3666 -0.1428 0.8 0.1 0.2
O -0.9473 0.7974 -2.1748 -1.0 4.5 -0.6
H -1.1843 1.9004 -2.1098 1.4 -5.2 0.3
H -0.5193 0.3744 -1.3188 -0.5 1.3 -0.8
O 1.6877 1.9814 -0.1788 1.2 -0.3 -2.5
H 2.3507 1.9864 -0.9818 -2.2 -0.3 2.5
H 1.1187 1.1694 -0.2938 0.8 1.2 0.1
O -0.7193 -2.5396 -1.4778 0.6 1.1 2.0
H -0.4853 -1.8776 -0.7328 -0.7 0.3 -1.9
H -0.2763 -3.2146 -0.9748 0.2 -1.6 -0.3
O 2.1707 -0.8506 0.1922 4.4 -1.2 1.3
H 2.2287 -0.9496 -0.7248 1.0 -0.6 -2.4
H 1.3067 -0.6146 0.1882 -4.8 1.1 1.2
O -0.5513 -1.3416 2.4612 0.4 -1.4 -1.3
H -0.9643 -0.7006 3.0332 -0.2 0.7 -0.8
H -0.5563 -1.1646 1.4502 0.0 0.8 2.4
O -1.3043 1.8584 1.5932 1.0 0.4 -1.4
H -0.7073 2.6104 1.3392 -0.8 -1.0 0.5
H -1.0423 1.1744 0.8992 0.0 0.7 1.1
```
Forces are in eV/Å.

Values from the calculation:
**Charge**: -1
**Orbital gap**: 10.0 eV
**HOMO**: -6.32 eV

***

Table of energy above the lowest of the compared OMol25 structures with the same formula, charge and spin (kJ/mol), in record order: 46.5 176.2 55.2 229.6
Table of electronic energy (eV), in record order: -36302.327 -17158.624 -20621.383 -14543.941